[1]
99
Properties=species:S:1:pos:R:3 method="wB97M-V/def2-TZVPD" total_energy_ev=-61305.792 e_above_lowest_kcal_mol=99.6 max_force_ev_per_a=5.552 e_homo_ev=-5.637
C -4.58 -4.90 -0.05
C -3.30 -4.34 0.36
C -2.07 -4.89 0.68
C -1.22 -3.76 0.94
C -1.94 -2.59 0.75
B -1.69 -1.15 0.40
C -2.91 -0.20 0.43
C -3.40 0.93 1.10
C -4.45 1.49 0.28
C -4.56 0.67 -0.82
C -5.32 0.77 -2.06
O -3.67 -0.36 -0.73
C -0.39 -0.18 0.92
C -0.44 0.32 -0.59
C -0.52 -0.64 -1.63
C -0.61 -0.28 -2.96
C -0.66 1.09 -3.30
N -1.00 1.55 -4.57
C -1.66 2.84 -4.67
C -0.77 0.86 -5.76
C -1.39 1.32 -6.95
C -1.22 0.64 -8.15
C -0.39 -0.47 -8.22
C 0.32 -0.89 -7.08
C 0.14 -0.24 -5.86
C -0.43 2.04 -2.28
C -0.38 1.67 -0.94
C 1.06 0.38 1.27
C 2.12 -0.52 1.11
C 3.45 -0.09 1.01
C 3.76 1.26 1.25
N 5.00 1.81 0.93
C 5.06 3.28 0.81
C 6.12 1.06 0.51
C 6.97 1.58 -0.50
C 8.14 0.90 -0.84
C 8.48 -0.29 -0.21
C 7.63 -0.82 0.78
C 6.46 -0.16 1.13
C 2.71 2.13 1.67
C 1.40 1.72 1.52
O -3.26 -2.98 0.45
H -4.38 -5.91 -0.42
H -5.22 -4.94 0.84
H -5.09 -4.32 -0.83
H -1.82 -5.95 0.69
H -0.17 -3.82 1.26
H -3.08 1.40 2.03
H -5.06 2.39 0.46
H -6.19 1.41 -1.83
H -4.69 1.26 -2.83
H -5.66 -0.20 -2.46
H -0.02 -1.24 0.87
H -0.53 -1.71 -1.36
H -0.70 -1.07 -3.70
H -1.86 3.26 -3.68
H -1.02 3.55 -5.22
H -2.62 2.74 -5.17
H -2.00 2.21 -6.93
H -1.75 1.00 -9.02
H -0.28 -1.02 -9.16
H 1.02 -1.73 -7.13
H 0.70 -0.57 -4.98
H -0.34 3.10 -2.52
H -0.31 2.43 -0.17
H 1.92 -1.57 0.93
H 4.21 -0.81 0.71
H 6.06 3.59 0.48
H 4.32 3.62 0.06
H 4.85 3.77 1.77
H 6.70 2.51 -1.02
H 8.78 1.34 -1.62
H 9.40 -0.81 -0.49
H 7.89 -1.74 1.29
H 5.81 -0.58 1.89
H 2.94 3.14 2.04
H 0.62 2.49 1.64
C -3.85 0.86 6.73
C -3.35 0.17 5.55
C -3.94 -0.87 4.86
C -3.09 -1.12 3.75
C -2.04 -0.21 3.83
C -0.90 -0.23 3.05
C -0.14 0.91 3.42
C 0.95 0.40 4.12
C 0.96 -0.98 3.94
C 1.75 -1.99 4.62
O -0.06 -1.39 3.14
O -2.21 0.61 4.94
H -4.59 0.18 7.17
H -3.07 1.09 7.48
H -4.38 1.77 6.45
H -4.88 -1.36 5.07
H -3.20 -1.90 2.99
H -0.53 1.93 3.27
H 1.65 1.01 4.65
H 2.77 -1.63 4.72
H 1.33 -2.10 5.62
H 1.73 -2.94 4.08

***

[2]
102
Properties=species:S:1:pos:R:3 method="wB97M-V/def2-TZVPD" total_energy_ev=-128782.261 e_above_lowest_kcal_mol=17.4 total_charge=+3 s_squared=0.761 spin_multiplicity=2 max_force_ev_per_a=2.379 e_homo_ev="-16.179 / -16.133"
Cr 0.03 0.56 -0.38
O 2.23 0.39 -1.70
N 1.93 0.62 -0.36
C 2.90 0.79 0.46
C 2.80 0.95 1.89
C 4.02 1.00 2.58
C 4.07 1.04 3.96
C 2.89 1.03 4.69
C 1.67 1.02 4.03
C 1.60 0.99 2.64
P -0.05 1.11 1.90
C -0.61 2.81 2.15
C 0.13 3.71 2.91
C -0.32 5.01 3.08
C -1.50 5.43 2.49
C -2.24 4.53 1.72
C -1.80 3.23 1.54
C -1.12 0.00 2.86
C -0.61 -1.24 3.27
C -1.43 -2.13 3.94
C -2.76 -1.80 4.19
C -3.26 -0.57 3.78
C -2.45 0.33 3.12
H 3.18 0.23 -1.81
H 3.91 0.76 0.06
H 4.94 1.00 2.01
H 5.03 1.07 4.46
H 2.92 1.03 5.77
H 0.75 1.06 4.60
H 1.06 3.40 3.37
H 0.25 5.70 3.69
H -1.84 6.44 2.61
H -3.17 4.85 1.26
H -2.36 2.55 0.92
H 0.43 -1.49 3.08
H -1.03 -3.07 4.28
H -3.40 -2.50 4.72
H -4.29 -0.31 3.99
H -2.84 1.29 2.82
O -1.95 0.66 -0.66
S -3.22 0.51 -1.49
C -2.61 0.09 -3.19
C -1.26 0.75 -3.45
C -1.33 2.28 -3.50
C 0.05 2.94 -3.37
S 0.18 3.67 -1.72
O 0.02 2.48 -0.77
C 1.92 4.08 -1.54
C 2.18 4.88 -0.43
C 3.49 5.19 -0.12
C 4.53 4.72 -0.92
C 4.25 3.93 -2.03
C 2.94 3.61 -2.35
C -3.96 -1.05 -0.97
C -3.55 -1.57 0.25
C -4.18 -2.71 0.74
C -5.22 -3.29 0.03
C -5.63 -2.74 -1.17
C -5.01 -1.61 -1.68
H -3.37 0.48 -3.87
H -2.56 -0.99 -3.29
H -0.87 0.37 -4.40
H -0.55 0.43 -2.68
H -1.98 2.65 -2.70
H -1.80 2.59 -4.44
H 0.19 3.76 -4.08
H 0.86 2.21 -3.49
H 1.36 5.25 0.17
H 3.71 5.82 0.73
H 5.55 4.98 -0.69
H 5.05 3.59 -2.67
H 2.74 3.01 -3.24
H -2.77 -1.08 0.81
H -3.86 -3.12 1.70
H -5.72 -4.16 0.43
H -6.46 -3.19 -1.71
H -5.37 -1.17 -2.60
N 0.09 -1.39 -0.31
S 0.23 -2.23 -1.71
C 1.95 -2.78 -1.79
C 2.81 -2.58 -0.73
C 4.12 -3.02 -0.84
C 4.55 -3.64 -2.00
C 3.68 -3.82 -3.07
C 2.36 -3.38 -2.97
C -0.57 -3.80 -1.44
C -1.52 -4.23 -2.36
C -2.12 -5.46 -2.17
C -1.78 -6.24 -1.08
C -0.81 -5.81 -0.17
C -0.19 -4.58 -0.36
H 0.08 -2.00 0.50
H 2.46 -2.10 0.18
H 4.80 -2.90 0.00
H 5.58 -3.97 -2.09
H 4.01 -4.30 -3.98
H 1.67 -3.53 -3.79
H -1.77 -3.62 -3.22
H -2.85 -5.81 -2.88
H -2.25 -7.20 -0.93
H -0.53 -6.43 0.66
H 0.59 -4.27 0.32